A structure of composition C5H6O at a distorted geometry. Source: the Open Molecules 2025 dataset; level of theory: wB97M-V/def2-TZVPD.

```
! wB97M-V def2-TZVPD RIJCOSX def2/J DEFGRID3
* xyz 0 1
O -0.847 2.366 -0.199
C -0.698 1.179 -0.010
C -1.384 0.038 -0.635
C -0.013 -0.922 0.341
C 1.251 -0.361 -0.141
C 0.339 0.451 0.789
H -1.347 -0.974 -0.104
H -1.358 -0.076 -1.718
H -0.098 -1.797 1.003
H 1.339 -0.082 -1.184
H 2.153 -0.765 0.311
H 0.672 0.742 1.776
*
```

Its maximum force is 1.64 eV/Å. As for the electronic energy: -7324.7990 eV. The orbital gap comes out at 9.7 eV. The HOMO energy is -9.0 eV. Its energy relative to the best compared isomer or geometry (same formula, charge and spin) is 432.8 kJ/mol.

natural (NBO) population analysis, charges in e, atoms 1 to 5: -0.552 0.515 -0.495 -0.208 -0.387


The molecule C5H6O. Source: the Open Molecules 2025 dataset; level of theory: wB97M-V/def2-TZVPD.

```
! wB97M-V def2-TZVPD RIJCOSX def2/J DEFGRID3
* xyz 0 1
C 2.779 -0.037 -0.062
C 1.656 0.117 -0.476
C 0.217 0.225 -0.776
C -0.572 0.158 0.542
C -1.991 -0.341 0.355
O -2.514 -0.489 -0.724
H 3.757 -0.193 0.345
H -0.113 -0.592 -1.426
H -0.039 1.135 -1.329
H -0.044 -0.512 1.232
H -0.578 1.137 1.045
H -2.557 -0.608 1.274
*
```

Its maximum force is 0.57 eV/Å. As for the electronic energy: -7327.4109 eV. Its structure (SMILES) is C#CCCC=O. The orbital gap comes out at 10.8 eV. The HOMO energy is -9.9 eV. Its energy relative to the best compared isomer or geometry (same formula, charge and spin) is 180.8 kJ/mol.

natural (NBO) population analysis, charges in e, atoms 1 to 5: -0.248 -0.009 -0.485 -0.501 0.443


The molecule C5H6O. Source: the Open Molecules 2025 dataset; level of theory: wB97M-V/def2-TZVPD.

```
! wB97M-V def2-TZVPD RIJCOSX def2/J DEFGRID3
* xyz 0 1
O 0.991 -2.424 0.603
C 0.353 -1.663 1.289
C -0.277 -0.384 0.785
C 0.019 -0.102 -0.656
C -0.053 1.152 -1.221
C -0.200 2.461 -1.248
H 0.184 -1.876 2.365
H 0.047 0.444 1.429
H -1.366 -0.461 0.938
H 1.026 0.854 -1.510
H 0.423 -0.927 -1.237
H -1.147 2.925 -1.538
*
```

Its maximum force is 0.55 eV/Å. As for the electronic energy: -7323.8477 eV. The orbital gap (spin up / spin down) comes out at 7.8 / 7.8 eV. The HOMO energy (spin up / spin down) is -8.0 / -8.0 eV. Its energy relative to the best compared isomer or geometry (same formula, charge and spin) is 524.6 kJ/mol.

natural (NBO) population analysis, charges in e, atoms 1 to 5: -0.515 0.449 -0.565 -0.182 -0.403